Entry 1:
Formula: C23H19GeIrS5Se3Te
Source: the OMol25 dataset
Level of theory: wB97M-V/def2-TZVPD

Element x y z (Å)
1 Ir -0.8338 -0.2050 0.0992
2 Se 0.1546 -0.1202 2.3412
3 Se -1.0542 -1.7910 3.5497
4 Te -1.7754 -3.3810 1.7559
5 Se -2.7893 -1.7258 0.1522
6 C -4.5935 1.1913 -0.1773
7 S -3.9393 1.5512 1.4657
8 C -3.0698 3.0342 1.1778
9 C -2.0162 3.2007 0.3364
10 S -1.2821 2.1035 -0.7774
11 S -1.3769 4.8341 0.3496
12 C -2.4367 5.5584 1.4794
13 S -2.3675 7.1629 1.9402
14 S -3.5715 4.4422 2.0742
15 H -5.2736 0.3484 -0.0522
16 H -3.7796 0.9123 -0.8459
17 H -5.1337 2.0516 -0.5714
18 C 0.4720 -1.3321 -0.4130
19 Ge 0.9586 -1.6335 -2.2472
20 C 1.9706 -0.1602 -3.0460
21 C 1.3090 1.0716 -3.1078
22 C 1.9318 2.1986 -3.6264
23 C 3.2333 2.1137 -4.1068
24 C 3.9121 0.9048 -4.0401
25 C 3.2876 -0.2177 -3.5038
26 C -0.5963 -1.8696 -3.4282
27 C -0.8083 -1.1216 -4.5867
28 C -1.9501 -1.3031 -5.3617
29 C -2.8981 -2.2464 -4.9883
30 C -2.6989 -3.0053 -3.8414
31 C -1.5595 -2.8154 -3.0706
32 C 1.8924 -3.3509 -2.3784
33 C 1.5304 -4.3295 -1.4456
34 C 2.0753 -5.6079 -1.4964
35 C 3.0055 -5.9309 -2.4759
36 C 3.3775 -4.9722 -3.4099
37 C 2.8179 -3.6993 -3.3649
38 H 1.1987 -1.7091 0.3240
39 H 0.2946 1.1605 -2.7330
40 H 1.3974 3.1408 -3.6439
41 H 3.7231 2.9911 -4.5133
42 H 4.9313 0.8328 -4.4031
43 H 3.8526 -1.1390 -3.4286
44 H -0.0789 -0.3784 -4.8902
45 H -2.1030 -0.6996 -6.2494
46 H -3.7970 -2.3791 -5.5803
47 H -3.4448 -3.7260 -3.5265
48 H -1.4376 -3.3899 -2.1594
49 H 0.8176 -4.0815 -0.6621
50 H 1.7721 -6.3506 -0.7677
51 H 3.4387 -6.9243 -2.5118
52 H 4.1010 -5.2169 -4.1796
53 H 3.0948 -2.9819 -4.1282

Output
ΔE to the lowest compared entry with this formula, charge and spin	1.527	eV
net charge	-2
highest occupied orbital energy	-0.0234	Ha
frontier orbital gap	4.684	eV
LUMO	4.047	eV

Entry 2:
Formula: C23H19I2N5O2Zn
Source: the OMol25 dataset
Level of theory: wB97M-V/def2-TZVPD

Element x y z (Å)
1 Zn 0.7712 -0.3125 -0.1964
2 C 1.0094 2.8923 2.7443
3 C 1.1957 1.7294 1.8313
4 N 0.5482 1.5397 0.7492
5 N -0.3884 2.4125 0.3069
6 C -0.6638 2.1389 -0.9618
7 O -0.0713 1.2551 -1.6686
8 C -1.7186 2.9718 -1.6072
9 C -1.8967 2.8874 -2.9838
10 C -2.8656 3.6549 -3.6099
11 C -3.6668 4.5053 -2.8644
12 C -3.4983 4.5872 -1.4875
13 C -2.5267 3.8268 -0.8600
14 C 2.2495 0.7172 2.0969
15 C 3.0836 0.7862 3.2065
16 C 4.0942 -0.1513 3.3511
17 C 4.2549 -1.1294 2.3856
18 C 3.3799 -1.1375 1.3115
19 N 2.4070 -0.2463 1.1734
20 H 0.1724 3.4928 2.4002
21 H 1.9071 3.5145 2.7679
22 H 0.8143 2.5521 3.7629
23 H -1.2700 2.2113 -3.5490
24 H -2.9966 3.5878 -4.6825
25 H -4.4237 5.1049 -3.3541
26 H -4.1260 5.2450 -0.9003
27 H -2.3833 3.8815 0.2099
28 H 2.9463 1.5635 3.9431
29 H 4.7512 -0.1131 4.2098
30 H 5.0342 -1.8744 2.4513
31 H 3.4582 -1.8863 0.5324
32 O -0.2784 -1.2992 1.2284
33 C -0.7851 -2.4840 1.1827
34 C -1.3036 -3.0562 2.3759
35 C -1.8194 -4.3239 2.4137
36 C -1.8602 -5.1182 1.2626
37 C -1.3888 -4.5868 0.0865
38 C -0.8698 -3.2839 0.0079
39 C -0.4586 -2.7658 -1.2872
40 N 0.2758 -1.6901 -1.5649
41 C 0.3889 -1.6040 -2.9365
42 C -0.2847 -2.6290 -3.5038
43 N -0.8062 -3.3562 -2.4577
44 H -1.2641 -2.4440 3.2677
45 H -2.1931 -4.7174 3.3516
46 H -2.2456 -6.1273 1.2954
47 H -1.4018 -5.2185 -0.7950
48 H 0.9280 -0.7994 -3.4022
49 H -0.4467 -2.9051 -4.5294
50 H -1.4033 -4.1583 -2.5370
51 I 2.5000 1.3932 -2.1166
52 I 5.1350 0.9666 -2.0511

Output
ΔE to the lowest compared entry with this formula, charge and spin	0.280	eV
highest occupied orbital energy	-0.2685	Ha
frontier orbital gap	6.379	eV
LUMO	-0.926	eV

Entry 3:
Formula: C23H19N3O5S2
Source: the OMol25 dataset
Level of theory: wB97M-V/def2-TZVPD

Element x y z (Å)
1 N 0.3238 0.6714 4.3709
2 C 1.0130 1.0953 3.5005
3 C 1.9706 1.5494 2.4953
4 C 1.6352 1.8529 1.2598
5 N 0.3639 1.7432 0.6498
6 C 0.2199 1.8392 -0.5004
7 O 1.0712 2.2898 -1.0906
8 C -1.0686 1.5143 -1.2030
9 C -1.9315 0.6573 -0.5141
10 C -3.2842 0.3535 -1.0369
11 C -3.4415 0.7866 -2.2559
12 C -2.5767 1.7964 -2.9484
13 C -1.6070 2.1889 -2.3633
14 H -0.7481 2.5683 -2.8353
15 H -2.9966 2.2994 -3.9089
16 H -4.5757 0.6684 -2.4743
17 S -4.4561 -0.7956 -0.1748
18 O -5.7000 -0.5152 -0.4167
19 O -3.8897 -1.1842 0.9421
20 N -3.9957 -2.3091 -1.1140
21 C -2.7061 -2.6004 -1.5375
22 C -1.6420 -2.7360 -0.3487
23 C -0.4212 -3.1700 -0.7715
24 C -0.1120 -3.6472 -1.8954
25 C -1.0089 -3.5862 -3.2850
26 C -2.4803 -3.2220 -2.8065
27 H -3.3250 -3.0957 -3.4531
28 H -0.8290 -4.1001 -4.1071
29 C 1.2393 -3.9815 -2.1671
30 O 2.0598 -3.9429 -1.4528
31 O 1.4722 -4.5256 -3.6299
32 H 2.3540 -4.6388 -3.7298
33 H 0.2801 -3.0937 -0.0363
34 H -2.1017 -2.1879 0.5281
35 H -4.7242 -2.2555 -1.9081
36 H -1.6823 -0.0634 0.4249
37 H -0.2371 1.2706 1.1797
38 S 2.9615 2.3361 0.5749
39 C 4.0385 2.5109 1.7904
40 C 3.5240 1.9956 2.9803
41 C 3.8926 1.9340 4.3580
42 C 5.3967 2.7636 4.4872
43 C 6.1777 2.6677 3.1045
44 H 6.2914 1.6444 3.0555
45 C 5.5266 3.1010 1.7222
46 H 5.2253 4.1239 1.6395
47 H 5.7739 2.7011 0.8982
48 H 6.8867 3.1566 3.1171
49 H 5.0435 3.9188 4.1357
50 H 5.9868 2.6702 5.2381
51 H 4.3121 0.9506 4.3771
52 H 3.3403 2.3117 4.9449

Output
highest occupied orbital energy	-0.3108	Ha
frontier orbital gap	7.875	eV
LUMO	-0.583	eV

Entry 4:
Formula: C23H19N3O6V
Source: the OMol25 dataset
Level of theory: wB97M-V/def2-TZVPD

Element x y z (Å)
1 V -0.4650 -0.0060 0.2435
2 O -0.5557 -1.7556 0.1030
3 C -1.7640 -2.4079 0.1754
4 C -1.9758 -3.5432 -0.5780
5 C -3.1981 -4.1934 -0.4632
6 C -4.1895 -3.7391 0.4054
7 C -3.9584 -2.6289 1.1871
8 C -2.7438 -1.9242 1.0775
9 C -2.4599 -0.8923 2.0291
10 N -1.4367 -0.1002 1.9761
11 C -1.0737 0.7199 3.1497
12 C -0.2976 1.9735 2.7769
13 N 1.0971 1.6643 2.3992
14 C 2.1771 2.3548 2.6892
15 C 3.4365 1.9185 2.2656
16 C 4.6222 2.6625 2.4536
17 C 5.8258 2.0899 2.1202
18 C 5.8639 0.7812 1.6314
19 C 4.7116 0.0141 1.4489
20 C 3.5190 0.6108 1.7545
21 O 2.3522 -0.1546 1.7038
22 H -1.1960 -3.9138 -1.2281
23 H -3.3739 -5.0837 -1.0530
24 H -5.1258 -4.2738 0.4820
25 H -4.7068 -2.2891 1.8920
26 H -3.1093 -0.8329 2.9030
27 H -0.4963 0.1101 3.8472
28 H -1.9926 1.0311 3.6506
29 H -0.2468 2.6455 3.6320
30 H -0.7694 2.5135 1.9512
31 H 2.0347 3.2343 3.3091
32 H 4.5707 3.6692 2.8484
33 H 6.7462 2.6415 2.2487
34 H 6.8211 0.3369 1.3890
35 H 4.7565 -1.0069 1.0978
36 O 1.0850 0.9945 0.1894
37 N 1.2121 0.5857 1.5007
38 O 0.2288 -0.1581 -2.0954
39 C -0.3721 0.1141 -3.2947
40 C 0.3165 -0.1659 -4.4591
41 C -0.2470 0.0851 -5.7021
42 C -1.5259 0.6253 -5.8209
43 C -2.2326 0.9119 -4.6855
44 C -1.6736 0.6635 -3.3957
45 C -2.5933 1.0490 -2.4144
46 O -3.5558 1.4531 -1.9934
47 O -1.6142 0.6840 -0.5243
48 H 1.1217 -0.4826 -2.2869
49 H 1.3124 -0.5898 -4.3989
50 H 0.3237 -0.1476 -6.5920
51 H -1.9575 0.8176 -6.7926
52 H -3.2275 1.3341 -4.7531

Output
ΔE to the lowest compared entry with this formula, charge and spin	0.000	eV
net charge	+3
highest occupied orbital energy	-0.6468	Ha
frontier orbital gap	7.083	eV
LUMO	-10.517	eV